[1]
Density functional theory data (wB97M-V/def2-TZVPD) for one molecule with the formula C10H7Br3N2 in a non-equilibrium geometry.

Atoms and positions in Å:
Br: -4.072 1.492 -0.777
Br: -3.627 -1.728 -1.154
Br: 1.413 -3.103 0.375
N: -1.496 -0.941 1.111
N: -0.451 1.009 1.846
C: -2.359 0.212 0.976
C: 1.607 -1.226 -0.196
C: 2.687 0.222 -1.752
C: -1.640 1.352 1.534
C: 0.976 -0.155 0.534
C: 2.432 -1.052 -1.259
C: -0.240 -0.423 1.553
C: 1.858 1.172 -1.239
C: -3.263 0.041 0.011
C: 0.982 1.029 -0.220
H: 2.002 2.218 -1.626
H: 0.148 -0.940 2.478
H: 3.372 0.354 -2.530
H: -1.537 -1.715 0.368
H: 0.133 1.763 -0.007
H: -1.886 2.437 1.596
H: 2.964 -2.020 -1.619

For the highest occupied orbital energy, the calculation gives -0.3114 hartree. For the energy relative to the best compared isomer or geometry (same formula, charge and spin), the calculation gives 116.0 kJ/mol. For the maximum force, the calculation gives 4.723 eV Å⁻¹. As for the SMILES: BrC(Br)=C1C=N[C@H](c2ccccc2Br)N1. The LUMO energy comes out at -0.0183 hartree.

[2]
Density functional theory data (wB97M-V/def2-TZVPD) for a 13-piece molecular cluster, C5H36N2O13 overall in a non-equilibrium geometry.

Atoms and positions in Å:
O: 3.150 -3.517 0.338
O: -2.582 2.324 -1.789
O: -2.819 2.623 2.544
O: 2.426 2.376 -2.841
O: -0.853 -2.439 2.809
O: -2.495 -3.413 0.262
O: -1.081 0.040 -0.890
O: -0.441 -3.249 -3.043
O: -2.291 -1.151 -3.193
O: -0.001 2.660 0.052
O: 2.301 -1.298 -2.721
O: -3.891 0.188 0.199
O: 0.400 0.567 -3.556
N: -1.249 0.308 3.560
N: 1.535 1.591 1.433
C: 3.163 0.091 0.513
C: 0.149 0.743 3.492
C: 2.890 1.072 1.568
C: 1.117 2.447 0.469
C: 0.503 0.708 1.973
H: 2.750 0.492 -0.407
H: -2.332 2.250 -0.861
H: -3.284 2.257 1.789
H: 0.289 1.713 4.021
H: -0.923 0.908 -1.259
H: 4.304 -0.068 0.333
H: -1.348 -3.505 -2.947
H: 2.961 -1.028 -3.377
H: -3.510 -0.065 -0.658
H: -1.362 -1.264 -3.380
H: 0.852 0.036 -2.850
H: 3.353 2.138 -2.912
H: -4.646 0.761 0.016
H: 0.564 1.499 -3.378
H: -1.909 1.002 3.241
H: -1.251 -1.786 3.400
H: -1.943 2.771 2.179
H: -1.301 -0.533 -1.642
H: 2.800 0.591 2.572
H: -2.492 3.243 -2.063
H: 0.076 -3.387 -2.263
H: 0.707 -0.057 4.077
H: -3.024 -3.542 1.064
H: 2.630 -0.887 0.504
H: 3.674 1.923 1.495
H: 2.252 -3.740 0.060
H: 0.956 -0.320 1.836
H: 3.130 -2.736 0.881
H: -1.441 -0.207 4.426
H: -2.799 -2.552 -0.023
H: 1.923 -2.051 -3.194
H: 2.323 2.243 -1.898
H: 1.856 3.092 -0.182
H: -0.486 0.632 1.449
H: -0.968 -2.305 1.871
H: -2.310 -0.192 -3.097

For the highest occupied orbital energy, the calculation gives -0.3337 hartree. For the energy relative to the best compared isomer or geometry (same formula, charge and spin), the calculation gives 480.9 kJ/mol. For the maximum force, the calculation gives 3.505 eV Å⁻¹. The LUMO energy comes out at 0.0031 hartree.

What did we get for HOMO-LUMO gap? Answer: 8.0, 9.2 eV, in the order shown.